DFT (the ωB97M-V functional and the def2-TZVPD basis) results for C4H12NP as an isolated structure.

Positions of all 18 atoms, in Å:
1 C -2.037 -1.215 -0.194
2 C -0.920 1.112 -0.374
3 C 2.413 0.870 0.161
4 C -1.217 -0.101 0.420
5 N 0.452 -0.884 0.943
6 P 1.546 -0.685 -0.388
7 H -1.805 -1.393 -1.152
8 H -1.726 -2.063 0.267
9 H -3.095 -1.083 -0.167
10 H -1.935 1.457 -0.859
11 H -0.253 0.824 -1.333
12 H -0.376 1.865 0.251
13 H 3.051 1.116 -0.595
14 H 2.878 0.691 1.042
15 H 1.574 1.521 0.249
16 H -1.452 0.215 1.437
17 H 0.251 -1.917 1.117
18 H 2.635 -1.552 0.103

Properties
- electronic energy (eV) = -15114.776
- HOMO energy (alpha / beta) (hartree) = -0.1455 / -0.3644
- strongest force on any atom (eV Å⁻¹) = 4.64
- Kohn-Sham gap (alpha / beta) (eV) = 5.15 / 8.11
- multiplicity = 3
- LUMO (alpha / beta) (eV) = 1.2 / -1.8
- expectation value of S² = 2.012
- charge = 0

DFT (the ωB97M-V functional and the def2-TZVPD basis) results for an isolated ion of composition C4H12NP2 and charge +1.

Positions of all 19 atoms, in Å:
1 C 1.168 -2.413 0.658
2 C -2.854 -0.672 -0.889
3 C 2.163 1.822 0.158
4 C 0.441 0.214 0.262
5 N 0.879 1.429 -0.444
6 P 1.368 -1.216 -0.509
7 P -1.346 -0.084 0.366
8 H 1.950 -3.287 0.530
9 H 0.465 -2.548 1.495
10 H -2.246 -0.759 -1.791
11 H -3.598 0.121 -0.747
12 H -3.266 -1.605 -0.411
13 H 2.377 0.943 0.768
14 H 2.813 1.979 -0.636
15 H 1.916 2.710 0.740
16 H 0.120 2.230 -0.419
17 H 0.935 1.221 -1.513
18 H -1.190 -1.073 1.351
19 H -2.094 0.987 1.030

Properties
- electronic energy (eV) = -24398.923
- HOMO energy (alpha / beta) (hartree) = -0.4345 / -0.4346
- strongest force on any atom (eV Å⁻¹) = 4.67
- Kohn-Sham gap (alpha / beta) (eV) = 7.92 / 7.92
- multiplicity = 1
- SMILES = C=PC([NH2+]C)=[PH2]C
- LUMO (alpha / beta) (eV) = -3.9 / -3.9
- charge = +1

DFT (the ωB97M-V functional and the def2-TZVPD basis) results for one molecule with the formula C4H12NPS.

Positions of all 19 atoms, in Å:
1 C 1.173 -1.035 -1.707
2 C 0.445 -0.011 2.173
3 C -0.231 -1.098 -1.006
4 C 0.596 1.083 1.008
5 N -1.956 0.405 0.233
6 P -0.484 0.607 -0.446
7 S -0.600 2.447 -2.129
8 H 1.379 -0.145 -2.440
9 H 1.840 -0.769 -0.778
10 H 1.335 -1.994 -2.154
11 H -0.634 -0.065 2.647
12 H 0.553 -0.946 1.706
13 H 1.081 0.065 3.066
14 H -0.185 -1.709 -0.210
15 H -1.203 -1.272 -1.542
16 H 1.561 1.155 0.594
17 H 0.264 2.123 1.007
18 H -2.397 1.392 0.335
19 H -2.538 -0.230 -0.357

Properties
- electronic energy (eV) = -25954.974
- HOMO energy (hartree) = -0.2856
- strongest force on any atom (eV Å⁻¹) = 5.04
- Kohn-Sham gap (eV) = 8.17
- multiplicity = 1
- SMILES = CCP(N)(=S)CC
- LUMO (eV) = 0.4
- charge = 0

DFT (the ωB97M-V functional and the def2-TZVPD basis) results for an isolated ion of composition C4H12NS and charge +1.

Positions of all 18 atoms, in Å:
1 C 1.460 0.257 -2.254
2 C 0.297 -0.248 -1.484
3 C 0.367 0.310 -0.096
4 C -0.622 -0.181 1.043
5 S -1.187 0.956 2.273
6 N 0.501 -1.800 -1.496
7 H 2.472 -0.416 -2.083
8 H 1.268 0.374 -3.311
9 H 1.793 1.280 -1.941
10 H -0.671 -0.010 -1.986
11 H 0.185 1.416 -0.132
12 H 1.367 0.206 0.265
13 H -1.483 -0.590 0.534
14 H -0.235 -0.976 1.588
15 H -0.013 1.554 2.523
16 H 1.494 -1.910 -1.214
17 H -0.121 -2.339 -0.921
18 H 0.416 -2.100 -2.473

Properties
- electronic energy (eV) = -16660.612
- HOMO energy (hartree) = -0.4542
- strongest force on any atom (eV Å⁻¹) = 3.64
- Kohn-Sham gap (eV) = 8.69
- multiplicity = 1
- SMILES = C[C@@H]([NH3+])CCS
- LUMO (eV) = -3.7
- charge = +1

DFT (the ωB97M-V functional and the def2-TZVPD basis) results for a 2-piece molecular cluster, C4H12NS overall.

Positions of all 18 atoms, in Å:
1 C -2.688 1.433 -0.864
2 S -1.982 0.092 -1.878
3 H -2.663 2.363 -1.423
4 H -3.719 1.182 -0.633
5 H -2.155 1.523 0.079
6 H -2.376 -0.912 -1.079
7 C 1.958 -1.904 0.785
8 C 1.135 -0.694 1.187
9 C 1.050 1.250 -0.293
10 N 0.734 0.053 -0.033
11 H 1.388 -2.548 0.119
12 H 2.874 -1.603 0.284
13 H 2.213 -2.478 1.670
14 H 0.208 -0.920 1.716
15 H 1.714 0.004 1.789
16 H 0.728 1.668 -1.244
17 H 1.624 1.841 0.407
18 H -0.043 -0.348 -0.589

Properties
- electronic energy (eV) = -16660.735
- HOMO energy (hartree) = -0.4896
- strongest force on any atom (eV Å⁻¹) = 1.11
- Kohn-Sham gap (eV) = 8.55
- multiplicity = 1
- LUMO (eV) = -4.8
- charge = +1

DFT (the ωB97M-V functional and the def2-TZVPD basis) results for a 2-piece molecular cluster, C4H12NS2 overall.

Positions of all 19 atoms, in Å:
1 C -1.849 -0.942 -0.020
2 C -0.985 1.483 0.141
3 C 0.285 -0.334 1.049
4 C -0.579 0.027 0.023
5 N 0.163 -0.203 -1.334
6 S 3.942 -0.628 -0.035
7 S 2.627 0.843 0.022
8 H -2.879 -0.512 0.113
9 H -1.695 -1.865 0.590
10 H -1.868 -1.317 -1.113
11 H -1.884 1.542 0.909
12 H -1.538 1.869 -0.730
13 H -0.130 2.130 0.348
14 H 0.516 0.215 1.977
15 H 0.762 -1.319 1.151
16 H 0.273 -1.258 -1.308
17 H 0.897 0.370 -0.992
18 H -0.363 0.130 -2.057
19 H 4.305 -0.230 1.267

Properties
- electronic energy (eV) = -27493.213
- HOMO energy (alpha / beta) (hartree) = -0.4675 / -0.4666
- strongest force on any atom (eV Å⁻¹) = 5.59
- Kohn-Sham gap (alpha / beta) (eV) = 7.25 / 8.20
- multiplicity = 1
- LUMO (alpha / beta) (eV) = -5.5 / -4.5
- charge = +1

DFT (the ωB97M-V functional and the def2-TZVPD basis) results for an isolated ion of composition C4H12NS2 and charge +1.

Positions of all 19 atoms, in Å:
1 N 1.526 -0.436 -2.055
2 C 1.730 1.080 -1.752
3 C 1.224 1.254 -0.313
4 S -0.636 1.640 -0.450
5 S -1.323 -0.290 -0.074
6 C -1.417 -0.288 1.726
7 C -2.390 -1.338 2.167
8 H 0.510 -0.589 -2.012
9 H 1.938 -0.994 -1.304
10 H 1.952 -0.818 -2.900
11 H 2.765 1.299 -2.031
12 H 1.076 1.545 -2.491
13 H 1.504 0.391 0.278
14 H 1.481 2.203 0.178
15 H -1.657 0.727 2.041
16 H -0.341 -0.404 1.925
17 H -2.173 -1.754 3.164
18 H -3.424 -1.003 2.376
19 H -2.346 -2.226 1.527

Properties
- electronic energy (eV) = -27496.154
- HOMO energy (hartree) = -0.4641
- strongest force on any atom (eV Å⁻¹) = 2.52
- Kohn-Sham gap (eV) = 9.12
- multiplicity = 1
- SMILES = CCSSCC[NH3+]
- LUMO (eV) = -3.5
- charge = +1

DFT (the ωB97M-V functional and the def2-TZVPD basis) results for a 2-piece molecular cluster, C4H12NS2 overall.

Positions of all 19 atoms, in Å:
1 C 1.001 1.299 0.154
2 C 1.283 0.064 -2.315
3 C 1.041 -0.024 -0.729
4 C -1.390 -0.641 2.008
5 N -0.389 -0.539 -0.627
6 S -0.483 -0.196 3.350
7 S -3.059 -0.835 1.859
8 H 1.888 1.975 -0.156
9 H -0.016 1.826 -0.059
10 H 1.059 1.127 1.283
11 H 1.055 -0.892 -2.615
12 H 2.333 0.351 -2.651
13 H 0.628 0.915 -2.737
14 H 1.737 -0.715 -0.260
15 H -0.827 -0.608 1.127
16 H -0.887 0.131 -1.320
17 H -0.495 -1.468 -1.118
18 H -1.423 -0.488 4.235
19 H -3.057 -1.284 0.572

Properties
- electronic energy (eV) = -27494.366
- HOMO energy (hartree) = -0.4982
- strongest force on any atom (eV Å⁻¹) = 4.89
- Kohn-Sham gap (eV) = 7.82
- multiplicity = 1
- LUMO (eV) = -5.7
- charge = +1

DFT (the ωB97M-V functional and the def2-TZVPD basis) results for an isolated ion of composition C4H12NS2 and charge +2.

Positions of all 19 atoms, in Å:
1 N -3.011 0.453 1.561
2 C -1.573 0.178 2.076
3 C -0.709 -0.395 0.989
4 S -0.521 1.011 -0.249
5 S 0.332 0.310 -1.929
6 C 2.049 -0.060 -1.458
7 C 2.969 -0.485 -2.611
8 H -3.344 1.373 1.857
9 H -3.012 0.519 0.539
10 H -3.673 -0.267 1.852
11 H -1.757 -0.357 3.011
12 H -1.285 1.177 2.433
13 H -0.950 -1.367 0.555
14 H 0.288 -0.541 1.412
15 H 2.472 0.852 -1.006
16 H 2.080 -0.743 -0.596
17 H 2.966 0.332 -3.343
18 H 2.691 -1.499 -2.877
19 H 3.988 -0.492 -2.216

Properties
- electronic energy (eV) = -27484.343
- HOMO energy (alpha / beta) (hartree) = -0.6853 / -0.6829
- strongest force on any atom (eV Å⁻¹) = 2.35
- Kohn-Sham gap (alpha / beta) (eV) = 10.82 / 6.72
- multiplicity = 2
- LUMO (alpha / beta) (eV) = -7.8 / -11.9
- expectation value of S² = 0.755
- charge = +2

DFT (the ωB97M-V functional and the def2-TZVPD basis) results for a 2-piece molecular cluster, C4H12O overall.

Positions of all 17 atoms, in Å:
1 C 2.573 0.121 -0.608
2 C 1.910 -1.178 -0.079
3 H 3.181 0.785 0.051
4 H 3.475 0.055 -1.229
5 H 1.697 0.663 -0.982
6 H 1.499 -1.603 -0.996
7 H 1.146 -0.924 0.664
8 H 2.645 -1.818 0.420
9 C -2.593 0.220 0.549
10 C -1.695 1.192 -0.289
11 O -1.925 -1.047 0.597
12 H -2.633 0.592 1.591
13 H -3.622 0.076 0.208
14 H -1.603 0.634 -1.218
15 H -1.349 -0.953 1.350
16 H -0.789 0.941 0.286
17 H -1.915 2.244 -0.316

Properties
- electronic energy (eV) = -6388.671
- HOMO energy (hartree) = -0.3831
- strongest force on any atom (eV Å⁻¹) = 3.18
- Kohn-Sham gap (eV) = 11.37
- multiplicity = 1
- SMILES = CCO.CC
- LUMO (eV) = 0.9
- charge = 0

DFT (the ωB97M-V functional and the def2-TZVPD basis) results for a 2-piece molecular cluster, C4H12O overall.

Positions of all 17 atoms, in Å:
1 C -2.075 0.690 -0.948
2 C -0.874 -0.118 -1.415
3 C -2.340 0.581 0.542
4 H -1.709 1.757 -1.147
5 H -2.995 0.569 -1.607
6 H -1.034 -1.243 -1.572
7 H -0.041 0.020 -0.721
8 H -1.421 0.321 1.046
9 H -2.643 1.413 1.084
10 H -0.703 0.128 -2.524
11 H -2.949 -0.342 0.798
12 C 1.990 -0.939 0.762
13 O 3.162 -0.167 0.905
14 H 3.045 0.647 1.474
15 H 1.477 -0.502 -0.023
16 H 2.156 -1.974 0.602
17 H 1.312 -0.737 1.698

Properties
- electronic energy (eV) = -6388.514
- HOMO energy (hartree) = -0.3766
- strongest force on any atom (eV Å⁻¹) = 4.24
- Kohn-Sham gap (eV) = 11.13
- multiplicity = 1
- SMILES = CCC.CO
- LUMO (eV) = 0.9
- charge = 0

DFT (the ωB97M-V functional and the def2-TZVPD basis) results for a 2-piece molecular cluster, C4H12O overall.

Positions of all 17 atoms, in Å:
1 C 0.368 -1.235 -2.552
2 C 0.384 -2.205 -1.394
3 H 0.323 -1.711 -3.541
4 H -0.553 -0.674 -2.585
5 H 1.243 -0.579 -2.511
6 H 0.688 -1.585 -0.531
7 H 1.133 -3.042 -1.448
8 H -0.568 -2.547 -0.951
9 C -0.424 0.993 0.817
10 C 0.973 1.014 1.559
11 O -1.439 1.465 1.656
12 H -0.420 1.566 -0.098
13 H -0.620 -0.153 0.824
14 H 1.446 1.958 1.369
15 H -1.360 2.329 2.070
16 H 1.571 0.209 1.166
17 H 0.687 0.864 2.610

Properties
- electronic energy (eV) = -6388.936
- HOMO energy (hartree) = -0.3765
- strongest force on any atom (eV Å⁻¹) = 3.23
- Kohn-Sham gap (eV) = 11.26
- multiplicity = 1
- SMILES = CCO.CC
- LUMO (eV) = 1.0
- charge = 0